(1)
The following is a DFT calculation (the ωB97M-V functional and the def2-TZVPD basis) of a cluster of 9 separate species, H18O9 in total.

The geometry in ORCA input format:
```
! RIJCOSX wB97M-V def2-TZVPD def2/J DEFGRID3
* xyz 0 1
H 0.09 -0.08 0.71
H -1.83 -0.83 -0.72
O -1.50 0.09 3.58
H 1.14 -0.88 3.11
H 2.00 -1.81 0.78
O 1.21 -1.51 1.23
O -0.49 0.33 0.08
H 0.54 -1.83 0.60
O 1.12 -0.68 4.01
H 2.43 1.23 -1.30
H -2.88 -1.47 -1.71
O -2.39 1.94 -0.82
O -0.30 -1.12 -3.08
H 1.42 1.71 -3.03
H -0.64 0.52 3.75
H -1.99 1.36 -0.15
H 0.20 2.38 -2.72
O -2.76 -1.03 -0.88
H -2.72 2.67 -0.35
H 2.83 -0.13 -1.43
H 1.92 -1.18 4.35
H 0.00 0.66 -0.67
O 0.82 1.80 -2.29
H 0.40 -0.48 -3.02
O 3.09 0.66 -1.01
H -1.37 -0.79 3.16
H -0.35 -1.54 -2.21
*
```

Properties
LUMO level (eV): -0.49
E_HOMO (eV): -10.56
ΔE to the lowest compared entry with this formula, charge and spin (kcal per mole): 69.6
SMILES string: O.O.O.O.O.O.O.O.O
Gap between HOMO and LUMO (Eh): 0.370

Here are the Mulliken charges for atoms 1 to 2, given in e: atom 1 (H): 0.300, atom 2 (H): 0.325


(2)
The following is a DFT calculation (the ωB97M-V functional and the def2-TZVPD basis) of a structure of composition C29H35AsCoN3OS4Sb.

The geometry in ORCA input format:
```
! RIJCOSX wB97M-V def2-TZVPD def2/J DEFGRID3
* xyz -2 2
C -1.37 -0.95 1.97
H -5.74 0.60 3.36
C -3.58 0.03 1.97
H -0.57 1.60 2.49
H 5.63 1.31 4.03
H -1.66 -2.76 -0.24
H 4.87 -0.75 3.01
C -1.28 -2.68 -1.25
C 0.33 -1.85 -2.84
O -2.34 2.67 -5.73
H -3.07 0.78 -5.66
H -5.55 -0.80 4.41
H 0.42 -1.27 4.22
H 2.36 2.67 2.88
H -0.69 0.60 -5.05
H -1.66 0.11 -3.65
C -1.97 -3.30 -2.28
S 6.56 0.63 -2.98
C 1.65 -0.51 1.98
H 2.54 -3.23 2.52
H 0.26 3.04 -4.99
C 3.20 -2.54 1.99
C -2.73 -0.89 3.98
C -0.47 -1.90 4.16
C 0.24 1.62 1.75
H 3.10 -2.72 0.92
H 1.26 -1.34 -3.04
H -0.14 3.99 -3.55
S 6.67 -0.87 0.58
H 0.02 -2.42 -4.86
C -1.41 0.95 -4.30
C -1.55 -1.24 3.34
Co 2.13 0.00 -0.79
H -4.85 0.75 4.88
H 4.53 2.70 4.19
C 3.89 -0.32 2.85
C 2.49 1.60 2.77
H 0.51 2.66 1.57
C 1.46 0.86 2.20
C 0.08 1.61 -2.57
H 4.24 -2.75 2.26
H -2.07 -3.69 -4.40
C 3.71 1.04 3.09
C -1.53 -3.20 -3.60
S 3.74 1.57 -0.50
H -0.16 -2.85 3.71
Sb 5.38 -0.05 -1.14
H -2.84 -1.12 5.04
H -2.52 3.98 -4.14
H -1.32 0.01 -0.56
C -2.40 -0.29 1.30
H -0.82 -2.10 5.17
C -1.79 3.69 -4.91
C -2.64 1.51 -4.97
As 0.32 -1.75 1.23
C -0.10 -1.92 -1.48
C -0.51 3.23 -4.24
S 3.54 -1.52 -1.64
H -0.15 1.23 0.81
C 4.86 1.90 3.53
H -2.86 -3.86 -2.05
C -2.31 0.18 -0.14
C -3.77 -0.26 3.31
N 0.57 -1.24 -0.51
H 5.33 2.34 2.65
N -0.81 2.01 -3.49
H -2.52 1.25 -0.18
H -3.39 1.76 -4.20
H -1.59 4.54 -5.56
H -3.04 -0.33 -0.76
N 0.77 1.23 -1.74
C -0.36 -2.48 -3.85
C 2.89 -1.10 2.30
C -5.05 0.09 4.03
H -4.37 0.54 1.42
*
```

Properties
LUMO level (alpha / beta) (eV): 3.77 / 3.77
E_HOMO (alpha / beta) (eV): -1.41 / -1.41
<S²>: 0.94
Gap between HOMO and LUMO (alpha / beta) (Eh): 0.190 / 0.190

Here are the Mulliken charges for atoms 1 to 2, given in e: atom 1 (C): 0.004, atom 2 (H): 0.351


(3)
The following is a DFT calculation (the ωB97M-V functional and the def2-TZVPD basis) of a cluster of 2 separate species, CHN2OS in total.

The geometry in ORCA input format:
```
! RIJCOSX wB97M-V def2-TZVPD def2/J DEFGRID3
* xyz -1 1
N 1.20 -0.64 -0.01
O 1.83 -0.92 -1.04
S -2.14 -0.87 0.53
C -1.35 0.53 0.24
H 1.25 0.37 0.22
N -0.79 1.52 0.06
*
```

Properties
LUMO level (eV): 3.50
E_HOMO (eV): -3.54
ΔE to the lowest compared entry with this formula, charge and spin (kcal per mole): 19.6
Gap between HOMO and LUMO (Eh): 0.259

Here are the Mulliken charges for atoms 1 to 2, given in e: atom 1 (N): 0.031, atom 2 (O): -0.323


(4)
The following is a DFT calculation (the ωB97M-V functional and the def2-TZVPD basis) of a cluster of 2 separate species, C3H9NO2 in total.

The geometry in ORCA input format:
```
! RIJCOSX wB97M-V def2-TZVPD def2/J DEFGRID3
* xyz 0 1
H -0.96 -0.15 1.63
C -0.41 0.08 -0.57
H 1.01 -0.35 0.90
H -2.33 -0.38 0.43
H -0.45 -0.67 -1.36
H 3.02 -1.53 0.93
C -1.27 -0.57 0.67
H -0.27 2.09 -1.20
O 1.73 1.16 -0.23
H 2.49 -1.44 1.44
H 1.46 -0.85 -0.64
N -0.81 1.42 -0.69
C 1.06 0.09 -0.13
O -1.05 -1.85 0.62
H -1.75 1.72 -0.50
*
```

Properties
LUMO level (eV): -3.64
E_HOMO (eV): -8.82
ΔE to the lowest compared entry with this formula, charge and spin (kcal per mole): 207.5
Gap between HOMO and LUMO (Eh): 0.190

Here are the Mulliken charges for atoms 1 to 2, given in e: atom 1 (H): 0.420, atom 2 (C): 0.318


| no. | E_tot (eV) |
| --- | --- |
| 1 | -18719.1187 |
| 2 | -185506.4444 |
| 3 | -16915.0886 |
| 4 | -8833.9592 |